(1)
Below is a structure of composition C4H8NaS in a non-equilibrium geometry, with properties calculated with ωB97M-V with the def2-TZVPD basis set.

ΔE to the lowest compared entry with this formula, charge and spin = 0.0 kJ/mol
molecular weight = 111.16 g/mol
HOMO-LUMO gap = 8.54 eV
E_LUMO = -4.435 eV
max |F| = 1.20 eV/Å
HOMO energy = -13.0 eV
net charge = +1

Last column: natural (NBO) charge in e.
Cartesian coordinates (Å):
S1 1.67868 1.06628 0.45730  -0.0271
Na1 1.46475 2.83354 2.16460  0.9731
C1 3.06792 0.00078 -0.07030  -0.4924
C2 2.45192 -1.11132 -0.91414  -0.4182
C3 0.50611 0.34182 -0.74431  -0.4924
C4 1.35239 -0.44833 -1.73818  -0.4182
H1 -0.20806 -0.31697 -0.21384  0.2303
H2 0.73844 -1.18130 -2.29612  0.2479
H3 -0.07556 1.15426 -1.22080  0.2428
H4 1.80537 0.24190 -2.47564  0.2166
H5 3.78955 0.59810 -0.66015  0.2303
H6 3.21471 -1.60800 -1.54414  0.2479
H7 2.00851 -1.88064 -0.25310  0.2166
H8 3.59708 -0.37784 0.82529  0.2428

Force components x, y, z for each atom (eV/Å):
S 0.100 -0.830 -0.802
Na -0.058 0.486 0.470
C 1.168 -0.046 0.293
C -0.047 -0.450 0.058
C -1.179 0.144 -0.199
C 0.095 0.050 -0.444
H 0.460 0.350 -0.174
H 0.255 0.399 0.356
H 0.377 -0.424 0.252
H -0.214 -0.298 0.301
H -0.476 -0.220 0.299
H -0.343 0.332 0.350
H 0.211 0.317 -0.282
H -0.349 0.192 -0.477

(2)
Below is a cluster of 2 separate species, C2H5FS in total in a non-equilibrium geometry, with properties calculated with ωB97M-V with the def2-TZVPD basis set.

ΔE to the lowest compared entry with this formula, charge and spin = 255.5 kJ/mol
molecular weight = 80.13 g/mol
HOMO-LUMO gap = 9.50 eV
E_LUMO = 0.749 eV
max |F| = 5.57 eV/Å
HOMO energy = -8.7 eV
net charge = 0

Last column: natural (NBO) charge in e.
Cartesian coordinates (Å):
S1 0.11896 0.16576 1.99103  -0.0717
F1 -1.10008 -1.45728 0.20301  -0.3701
C1 0.03934 -0.71048 0.33603  0.0630
C2 -0.36310 0.81477 -1.18415  -0.5456
H1 -0.43876 0.03357 -1.91154  0.2106
H2 1.43662 -0.19681 2.38439  0.1465
H3 -1.12115 1.38306 -0.73315  0.2022
H4 0.91588 -1.33938 0.01053  0.1835
H5 0.51229 1.30677 -1.09616  0.1816

Force components x, y, z for each atom (eV/Å):
S 1.554 -1.245 -0.847
F 0.347 -0.021 0.512
C -0.497 2.617 -1.869
C 0.135 -4.616 3.112
H -0.595 0.385 -0.681
H -1.653 0.251 -0.605
H -1.527 0.134 0.092
H -0.769 0.970 0.608
H 3.004 1.524 -0.322

(3)
Below is a structure of composition C22H15AsNiO4 in a non-equilibrium geometry, with properties calculated with ωB97M-V with the def2-TZVPD basis set.

molecular weight = 476.97 g/mol
HOMO-LUMO gap (spin up / spin down) = 7.95 / 3.69 eV
spin multiplicity = 3
E_LUMO (spin up / spin down) = -7.204 / -11.373 eV
<S²> = 2.03
max |F| = 13.23 eV/Å
HOMO energy (spin up / spin down) = -15.2 / -15.1 eV
net charge = +2

Last column: natural (NBO) charge in e.
Cartesian coordinates (Å):
As1 0.02069 -0.13118 -0.38573  0.9217
Ni1 0.06503 -0.41131 -2.66152  0.4527
O1 -2.13687 -1.85729 -3.58671  -0.3800
O2 -0.64202 3.57824 -3.20616  -0.4123
O3 2.70316 -1.04467 -3.35431  -0.3702
O4 0.03725 -0.13639 -5.72398  -0.3277
C1 -3.95634 -1.37322 0.14072  -0.2180
C2 3.45912 -1.71345 1.58134  -0.1766
C3 -3.84570 -2.64529 0.71463  -0.0270
C4 2.13208 -1.48139 1.18636  -0.2593
C5 1.86808 -0.47000 0.26911  -0.1947
C6 -1.23683 -1.24493 -3.14557  0.3877
C7 -0.64450 3.63098 2.48900  -0.1463
C8 -0.34462 1.47148 0.75482  -0.2933
C9 4.20255 0.13851 0.18363  -0.1747
C10 2.88667 0.32218 -0.24773  -0.2800
C11 -1.16288 1.34530 1.88189  -0.1533
C12 -1.54992 -1.18452 0.16787  -0.1955
C13 1.61569 -0.76111 -2.97809  0.4032
C14 -0.30762 2.50857 -3.01082  0.4672
C15 -2.57764 -3.19710 0.98174  -0.0765
C16 -1.41964 -2.46576 0.67757  -0.2109
C17 0.18513 3.74213 1.36936  -0.1468
C18 -2.80174 -0.64297 -0.13851  -0.1184
C19 0.31140 2.66995 0.48281  -0.2418
C20 0.03440 -0.20818 -4.53881  0.5023
C21 4.48922 -0.89460 1.09046  -0.1626
C22 -1.33077 2.43976 2.73296  -0.2073
H1 -1.98742 2.37506 3.59968  0.2474
H2 0.93048 2.75448 -0.41270  0.2209
H3 5.52914 -1.04514 1.40992  0.2502
H4 -0.75628 4.48021 3.16587  0.2510
H5 -4.94102 -0.94569 -0.08651  0.2691
H6 4.99670 0.79636 -0.19035  0.2490
H7 -1.68310 0.41883 2.10164  0.2068
H8 -2.52248 -4.19419 1.42541  0.2632
H9 0.73570 4.65746 1.18630  0.2460
H10 -0.44011 -2.90274 0.83584  0.2418
H11 -4.75917 -3.20894 0.94619  0.2643
H12 -2.87201 0.33624 -0.60037  0.2526
H13 3.71389 -2.51435 2.28259  0.2480
H14 1.32730 -2.08470 1.58982  0.2093
H15 2.67499 1.09330 -0.97966  0.2188

Force components x, y, z for each atom (eV/Å):
As 0.154 1.725 2.386
Ni -1.184 4.386 0.449
O 3.576 2.505 1.571
O 0.704 -2.189 0.415
O -5.520 1.488 1.785
O 0.031 -0.870 7.134
C -0.067 0.430 -0.035
C 0.208 0.352 -0.094
C -1.057 0.691 -0.272
C 0.596 -0.113 0.086
C -0.645 -0.938 0.139
C -9.640 -6.735 -1.896
C -0.116 -0.196 0.003
C -0.040 -0.363 -0.742
C -0.152 -0.284 0.222
C 0.120 0.136 -0.061
C -0.278 0.270 0.148
C 2.512 -0.608 -0.017
C 12.640 -3.386 -1.914
C -0.729 2.200 -0.402
C 1.409 -0.062 0.066
C -0.746 -1.112 0.336
C 0.022 -0.386 -0.277
C -1.883 0.175 -0.150
C 0.058 0.157 -0.011
C 0.055 2.478 -8.512
C -0.144 0.137 -0.103
C 0.125 0.197 -0.009
H 0.175 -0.110 -0.220
H -0.096 0.118 0.340
H -0.583 -0.022 -0.116
H 0.029 -0.308 -0.199
H 0.488 -0.255 0.121
H -0.383 -0.370 0.156
H 0.140 0.026 0.094
H 0.118 0.335 -0.148
H -0.086 -0.046 -0.016
H -0.191 0.005 0.073
H 0.487 0.185 -0.128
H -0.039 -0.016 0.012
H -0.265 0.312 -0.268
H 0.188 0.000 0.066
H 0.010 0.059 -0.011

(4)
Below is a cluster of 2 separate species, C2H2BrNO3 in total in a non-equilibrium geometry, with properties calculated with ωB97M-V with the def2-TZVPD basis set.

ΔE to the lowest compared entry with this formula, charge and spin = 223.1 kJ/mol
molecular weight = 167.95 g/mol
HOMO-LUMO gap = 9.26 eV
E_LUMO = -1.092 eV
max |F| = 4.30 eV/Å
HOMO energy = -10.4 eV
net charge = 0

Last column: natural (NBO) charge in e.
Cartesian coordinates (Å):
Br1 -2.24753 -1.90678 0.02927  0.1112
O1 2.10941 0.37776 0.84013  -0.3754
O2 0.89383 1.91047 -0.07668  -0.3691
O3 -1.78951 0.59533 1.09247  -0.4509
N1 1.19746 0.75221 0.12948  0.4777
C1 0.43306 -0.24452 -0.51845  -0.3264
C2 -1.45119 -0.28368 0.41287  0.4704
H1 0.78851 -1.25698 -0.41563  0.2296
H2 0.06597 0.05619 -1.49346  0.2329

Force components x, y, z for each atom (eV/Å):
Br -0.512 -0.690 -0.212
O 0.202 -0.050 0.326
O -0.111 0.180 0.022
O -0.217 -0.177 -0.186
N 0.472 0.513 0.186
C -4.174 -0.914 0.464
C 3.778 1.000 -0.747
H 0.232 0.063 0.121
H 0.330 0.074 0.025

(5)
Below is a cluster of 2 separate species, C31H39O2Si in total in a non-equilibrium geometry, with properties calculated with ωB97M-V with the def2-TZVPD basis set.

ΔE to the lowest compared entry with this formula, charge and spin = 0.0 kJ/mol
molecular weight = 471.74 g/mol
HOMO-LUMO gap = 4.36 eV
E_LUMO = -5.829 eV
max |F| = 1.71 eV/Å
HOMO energy = -10.2 eV
net charge = +1

Last column: Mulliken charge in e.
Cartesian coordinates (Å):
Si1 -0.19312 0.75047 3.05919  0.0921
O1 0.41098 -0.71218 2.37134  0.0074
O2 1.14249 -2.09446 0.75032  -0.3863
C1 -0.21920 0.92897 -2.41930  0.4951
C2 0.95854 3.17397 -2.97324  -0.2928
C3 -3.76411 1.76740 -2.55700  -0.5400
C4 0.08506 0.76538 4.95990  1.8083
C5 0.83830 -0.01383 -2.68314  1.2304
C6 2.96790 -1.73609 -3.31322  -0.5282
C7 1.31155 -5.01152 -2.11490  -1.3034
C8 -0.60304 4.99772 -3.43163  -0.5692
C9 -1.68644 4.21759 -3.00127  -0.4910
C10 -0.01214 -2.99283 0.95865  -0.4408
C11 0.70580 4.48202 -3.40644  -0.9590
C12 -1.99845 0.55418 2.69427  -1.0609
C13 1.66967 -2.04335 -3.73852  -0.9689
C14 -2.38394 1.80988 -2.41938  -0.0918
C15 -3.66623 -0.66415 -2.38017  -1.0507
C16 -0.11546 2.36588 -2.59396  0.7486
C17 -0.08308 -3.75501 -0.33736  0.3729
C18 0.60574 -1.21427 -3.40022  -0.4424
C19 -1.16344 1.34470 5.64501  -1.7994
C20 -1.45111 2.90831 -2.60895  0.0448
C21 3.19934 -0.58504 -2.55058  -1.1235
C22 1.27912 1.66447 5.31251  -1.8077
C23 2.07479 -0.02380 0.73029  -1.2120
C24 0.57286 2.23135 2.25120  -1.0960
C25 0.33139 -0.65669 5.48785  -1.6516
C26 1.28751 -4.20132 -0.82454  0.0619
C27 -4.40065 0.51866 -2.57871  -0.5961
C28 1.20663 -0.89258 1.31586  0.8623
C29 -2.27768 -0.62951 -2.20966  0.9664
C30 2.15099 0.28484 -2.27604  -0.3969
C31 -1.62008 0.59798 -2.29230  -0.3093
H1 0.39281 2.21633 1.16630  0.1518
H2 -4.18373 -1.62517 -2.36130  0.4650
H3 1.53414 5.11016 -3.73675  0.4240
H4 3.80222 -2.39292 -3.56407  0.4333
H5 1.89507 -3.29855 -0.95910  -0.0769
H6 0.45690 -0.61108 6.57998  0.4708
H7 -0.55536 -3.11393 -1.09203  -0.7675
H8 -0.92637 -2.41414 1.12112  0.3212
H9 0.84088 -5.99230 -1.98590  0.4618
H10 -0.40025 -1.45067 -3.74442  0.7437
H11 -0.78123 6.00924 -3.79766  0.4194
H12 -2.44049 -0.25696 3.28646  0.3126
H13 -0.96785 1.44331 6.72309  0.4867
H14 4.19834 -0.36039 -2.17276  0.3952
H15 -5.47766 0.45998 -2.74934  0.4200
H16 1.24417 -1.10015 5.07005  0.3236
H17 1.97113 2.78010 -2.94418  0.4645
H18 -2.14680 0.32753 1.63153  0.2536
H19 1.74898 -4.77528 -0.00891  0.3555
H20 1.65276 2.33323 2.43372  0.4316
H21 -0.74026 -4.61950 -0.20584  0.4664
H22 2.24210 0.95563 1.14137  0.2245
H23 -1.41291 2.34544 5.26868  0.3379
H24 1.41289 1.66238 6.40407  0.4896
H25 2.35533 -5.17869 -2.40208  0.3671
H26 0.07642 3.12372 2.66393  0.4241
H27 2.21715 1.31038 4.86616  0.3570
H28 -2.70829 4.59739 -2.98025  0.4432
H29 -2.53172 1.48576 2.91631  0.3727
H30 1.11187 2.70377 5.00245  0.3665
H31 1.48908 -2.92979 -4.35075  0.6447
H32 -0.51522 -1.32504 5.28212  0.3451
H33 2.73190 -0.48338 0.00513  0.3977
H34 0.80814 -4.47828 -2.92839  0.1188
H35 -4.31631 2.70128 -2.66721  0.4365
H36 2.30734 1.17283 -1.66557  0.5797
H37 -2.04401 0.70173 5.52750  0.3413
H38 0.19940 -3.64071 1.81624  0.3391
H39 -1.70102 -1.53040 -2.01554  -0.1139

Force components x, y, z for each atom (eV/Å):
Si 0.174 -0.874 0.526
O 0.074 0.515 0.089
O -1.085 -1.113 0.483
C 0.180 -0.548 -0.740
C -0.136 -0.019 0.036
C 0.718 0.360 0.153
C 0.065 -0.094 -0.535
C -0.049 -0.016 0.144
C -0.155 0.242 0.207
C -0.035 -0.121 0.240
C 0.654 -0.279 0.177
C -0.113 -0.700 0.369
C 0.951 0.799 -0.145
C -0.388 0.227 0.066
C -0.283 0.288 -0.199
C -0.153 0.120 -0.085
C -0.702 -1.526 -0.073
C -0.254 0.209 0.010
C -0.857 0.884 0.070
C -0.299 -0.394 -0.442
C 0.120 -0.098 0.008
C -0.046 0.030 0.074
C 1.438 0.806 -0.450
C -0.117 0.086 -0.146
C 0.073 -0.067 0.146
C -0.464 -0.642 0.893
C -0.126 0.497 -0.191
C 0.070 0.040 0.138
C 0.284 0.083 0.104
C 0.335 -0.612 0.210
C 0.565 1.080 -0.386
C 0.074 0.137 0.065
C 0.263 0.030 0.007
C -0.935 0.784 -0.087
H 0.070 0.069 0.271
H 0.153 0.343 -0.002
H -0.257 -0.210 0.118
H -0.280 0.160 0.052
H -0.035 -0.304 0.041
H -0.035 -0.056 -0.169
H 0.060 -0.053 -0.048
H 0.225 -0.037 0.203
H 0.002 0.157 -0.104
H 0.331 0.080 -0.019
H 0.102 -0.269 0.136
H 0.097 0.172 -0.116
H -0.055 -0.017 -0.190
H -0.299 -0.086 -0.167
H 0.349 0.017 0.125
H -0.229 0.060 0.022
H -0.183 0.220 -0.225
H -0.014 0.015 0.111
H 0.094 0.061 -0.202
H -0.419 -0.014 0.024
H -0.051 -0.001 -0.011
H 0.302 -0.178 -0.114
H 0.003 -0.131 0.054
H 0.037 0.040 -0.181
H -0.186 -0.041 -0.102
H 0.135 -0.146 -0.101
H -0.150 0.069 0.031
H 0.320 0.050 -0.222
H -0.081 -0.188 0.010
H 0.071 -0.183 0.044
H 0.084 0.349 0.244
H 0.184 0.093 -0.020
H -0.105 0.339 0.086
H 0.008 -0.184 0.120
H -0.008 -0.357 -0.068
H 0.095 -0.315 -0.187
H 0.158 0.124 -0.015
H -0.057 0.188 -0.095
H -0.272 0.053 -0.075

(6)
Below is a cluster of 2 separate species, CH2O2S in total, with properties calculated with ωB97M-V with the def2-TZVPD basis set.

ΔE to the lowest compared entry with this formula, charge and spin = 541.7 kJ/mol
molecular weight = 78.09 g/mol
HOMO-LUMO gap = 10.01 eV
E_LUMO = 0.118 eV
max |F| = 0.92 eV/Å
HOMO energy = -9.9 eV
net charge = 0

Last column: natural (NBO) charge in e.
Cartesian coordinates (Å):
S1 -2.90898 0.32715 0.13694  0.1517
O1 1.30705 0.79609 -0.14447  -0.4656
O2 1.04681 -0.53600 0.26792  -0.4526
C1 -2.02252 -0.80006 -0.36846  -0.1579
H1 1.33725 0.71870 -1.10721  0.4635
H2 1.24039 -0.50588 1.21529  0.4609

Force components x, y, z for each atom (eV/Å):
S -0.093 0.207 0.104
O 0.142 0.899 0.154
O -0.187 -0.827 -0.071
C 0.057 -0.227 -0.135
H -0.022 -0.343 0.134
H 0.103 0.291 -0.187